1.
Molecular formula: C21H28BF4O2
Method: DFT, the ωB97M-V functional and the def2-TZVPD basis

Positions of all 56 atoms, in Å:
1 C 0.3290 -0.4273 5.5523
2 C -0.7514 -0.4946 4.3317
3 C -1.1116 -2.0563 4.1480
4 C -2.0356 -2.3751 2.8743
5 C -1.3601 -2.0399 1.4618
6 C -0.2116 -3.0694 1.0022
7 C -0.2496 -3.0817 -0.6347
8 C 0.2744 -1.6131 -1.0882
9 C 0.4491 -1.5816 -2.6868
10 C -0.3779 -0.2938 -3.2284
11 C 0.6282 0.9430 -3.4027
12 C 0.6476 1.9637 -2.1819
13 C -0.5975 2.8558 -1.8150
14 C -0.5861 3.8738 -0.6440
15 C 0.7095 4.0355 0.1940
16 C 1.9557 3.1766 -0.0985
17 C 1.9247 2.1301 -1.2796
18 C 3.2569 1.2817 -1.4740
19 O 3.3096 0.0777 -1.8409
20 C 4.6561 1.9864 -1.1336
21 C 4.6524 2.9386 -0.0771
22 C 3.3193 3.3215 0.7481
23 O 3.3442 3.7308 1.9381
24 H -0.2319 -0.6518 6.5308
25 H 0.8871 0.5661 5.5795
26 H 1.1027 -1.2755 5.4177
27 H -0.3087 -0.0050 3.4017
28 H -1.6568 0.1003 4.6971
29 H -1.7365 -2.3439 5.0793
30 H -0.1463 -2.6625 4.2042
31 H -2.3156 -3.4916 2.9343
32 H -2.9719 -1.7130 2.9599
33 H -0.9383 -0.9849 1.3671
34 H -2.1953 -2.1164 0.6633
35 H 0.8500 -2.6927 1.2590
36 H -0.4020 -4.1463 1.3303
37 H 0.4503 -3.8720 -1.0798
38 H -1.3452 -3.2627 -0.9581
39 H -0.4368 -0.7719 -0.7979
40 H 1.2552 -1.4449 -0.5291
41 H 1.5574 -1.4818 -2.9953
42 H 0.0452 -2.5016 -3.2278
43 H -1.3221 -0.0673 -2.6337
44 H -0.7195 -0.5820 -4.2958
45 H 1.7052 0.6372 -3.6536
46 H 0.2618 1.5391 -4.3243
47 H -1.5479 2.7425 -2.4441
48 H -1.5009 4.5136 -0.3849
49 H 0.7232 4.8041 1.0351
50 H 5.6046 1.6840 -1.7078
51 H 5.6466 3.4459 0.2090
52 B -4.4993 0.1493 -3.6605
53 F -5.0913 -0.1364 -2.3864
54 F -5.5202 0.5473 -4.5844
55 F -3.5416 1.2161 -3.5158
56 F -3.8367 -1.0234 -4.1540

Its total charge is -1. The calculation puts the orbital gap at 7.53 eV.


2.
Molecular formula: C22H22N4O2
Method: DFT, the ωB97M-V functional and the def2-TZVPD basis

Positions of all 50 atoms, in Å:
1 C -5.0761 0.7016 0.1068
2 N -3.6827 0.9051 0.4501
3 C -2.9205 -0.3243 0.3091
4 C -1.7400 -0.3822 1.2151
5 C -1.5537 0.2872 2.4532
6 C -0.3467 -0.1691 2.8806
7 O 0.1463 -1.0425 1.9987
8 N -0.7236 -1.1673 0.9689
9 C -3.1083 2.0092 -0.3177
10 C -1.9331 2.6251 0.3710
11 C -2.0356 3.5699 1.3719
12 N -0.7893 3.8556 1.7918
13 C -0.3931 4.7887 2.8053
14 N 0.1184 3.1525 1.1302
15 C -0.5377 2.3974 0.2536
16 C 0.1993 1.4473 -0.5704
17 C 1.3555 0.8733 -0.0415
18 C 2.0245 -0.1248 -0.7138
19 C 1.5488 -0.5676 -1.9441
20 O 2.1683 -1.5656 -2.6529
21 C 2.6070 -2.6798 -1.9854
22 C 2.0040 -3.1553 -0.8248
23 C 2.4724 -4.3194 -0.2438
24 C 3.5260 -5.0182 -0.8086
25 C 4.1124 -4.5500 -1.9728
26 C 3.6588 -3.3854 -2.5620
27 C 0.4548 0.0617 -2.5247
28 C -0.2100 1.0611 -1.8430
29 H -5.6275 1.6221 0.2939
30 H -5.2237 0.4123 -0.9451
31 H -5.4914 -0.0785 0.7437
32 H -2.5769 -0.4976 -0.7247
33 H -3.5709 -1.1628 0.5812
34 H -2.2180 0.9848 2.9141
35 H 0.2456 0.0311 3.7510
36 H -3.8788 2.7811 -0.4021
37 H -2.8464 1.6818 -1.3345
38 H -2.8994 4.0403 1.7977
39 H -0.7169 5.7993 2.5481
40 H 0.6925 4.7633 2.8704
41 H -0.8219 4.5141 3.7713
42 H 1.7083 1.2146 0.9193
43 H 2.9049 -0.5804 -0.2847
44 H 1.1733 -2.6216 -0.3860
45 H 2.0014 -4.6838 0.6572
46 H 3.8854 -5.9259 -0.3473
47 H 4.9310 -5.0917 -2.4235
48 H 4.1037 -3.0071 -3.4694
49 H 0.1301 -0.2530 -3.5047
50 H -1.0474 1.5507 -2.3159

The energy relative to the best compared isomer or geometry (same formula, charge and spin) is 3.5896 eV. Its total charge is 0. The calculation puts the orbital gap at 8.49 eV.


3.
Molecular formula: C30H48Cl2N3O7PtSi
Method: DFT, the ωB97M-V functional and the def2-TZVPD basis

Positions of all 92 atoms, in Å:
1 C 4.2219 1.3103 1.0374
2 C 3.2600 2.2275 0.3549
3 H 5.1697 1.2279 0.4874
4 H 3.7689 0.3167 1.1483
5 H 4.4852 1.6713 2.0447
6 C 3.6243 3.2914 -0.3763
7 C 5.0292 3.7421 -0.5770
8 H 2.8672 3.9402 -0.8169
9 H 5.7371 2.9045 -0.6209
10 H 5.3589 4.4143 0.2283
11 H 5.1092 4.3204 -1.5059
12 Pt 0.0727 -0.6259 -0.0468
13 Cl 0.8442 -1.3024 2.0397
14 C -2.0311 1.4845 -1.0563
15 O -1.2637 0.5466 -1.4312
16 N -3.0739 1.9033 -1.7694
17 C -3.3400 1.3854 -3.1028
18 C -3.9283 2.9783 -1.2709
19 H -1.8562 2.0478 -0.1258
20 H -3.0548 0.3313 -3.1597
21 H -2.8086 1.9670 -3.8714
22 H -4.4126 1.4959 -3.2846
23 H -4.0935 2.8168 -0.1995
24 H -4.8786 2.9417 -1.8120
25 H -3.4641 3.9645 -1.4311
26 H -4.4211 -4.1676 -0.8126
27 H -4.0366 -5.1337 1.2040
28 C -3.5104 -3.5722 -0.9119
29 C -2.9605 -4.9531 1.1016
30 N -2.7540 -3.7358 0.3205
31 H -3.7553 -2.5182 -1.0793
32 C -1.8097 -2.8533 0.6099
33 O -1.5942 -1.9064 -0.2176
34 H -2.5032 -4.8221 2.0883
35 H -1.2361 -2.9922 1.5389
36 H -2.9309 -3.9479 -1.7675
37 H -2.5066 -5.8257 0.6071
38 H 3.6723 0.0004 -2.1081
39 H 2.4462 2.3434 -3.6766
40 C 3.3141 -0.3559 -3.0853
41 C 2.1037 1.4700 -4.2555
42 N 2.0426 0.2789 -3.4160
43 H 3.2130 -1.4463 -3.0613
44 C 0.8501 -0.2161 -3.0440
45 O 0.6593 -1.1834 -2.2596
46 H 1.1051 1.6753 -4.6633
47 H -0.0065 0.3173 -3.5015
48 H 4.0378 -0.0546 -3.8503
49 H 2.8146 1.3030 -5.0759
50 O 1.6664 0.6923 -0.2918
51 C 1.7907 1.8304 0.4995
52 C 0.5933 3.1564 -1.2774
53 C 0.7701 2.8737 0.0724
54 H 1.1749 2.5751 -2.0054
55 C -0.2624 4.1932 -1.6617
56 H 1.6121 1.5833 1.5598
57 C 0.0507 3.5620 1.0457
58 H -0.3723 4.4266 -2.7271
59 C -0.9475 4.9238 -0.6839
60 C -0.7877 4.6092 0.6704
61 H 0.2061 3.2739 2.0877
62 H -1.6103 5.7465 -0.9761
63 H -1.3024 5.1760 1.4496
64 Si 2.8366 -3.8701 -0.0057
65 Cl 2.6776 -1.7733 -0.2541
66 C 2.4055 -4.6937 -1.6088
67 C 1.6342 -4.4236 1.3023
68 C 4.6535 -4.0707 0.3918
69 H 1.6179 -4.1582 -2.1507
70 H 2.0612 -5.7158 -1.4069
71 H 3.3016 -4.7556 -2.2358
72 H 5.2346 -3.9114 -0.5280
73 H 4.8718 -5.0822 0.7528
74 H 4.9783 -3.3448 1.1511
75 H 0.6145 -4.5654 0.9221
76 H 1.5777 -3.7390 2.1567
77 H 1.9702 -5.4038 1.6709
78 O -0.7874 -0.1773 4.1921
79 C -2.1117 -0.0921 4.3283
80 C -2.6254 -0.3529 5.6166
81 C -3.9788 -0.2117 5.8732
82 C -4.8451 0.1548 4.8367
83 C -4.3515 0.3579 3.5502
84 C -2.9916 0.2538 3.2607
85 C -2.5171 0.6111 1.8730
86 O -3.3784 0.8886 1.0083
87 O -1.2338 0.6243 1.7142
88 H -0.5711 -0.0461 3.2245
89 H -1.9235 -0.6504 6.3926
90 H -4.3534 -0.3925 6.8785
91 H -5.9074 0.2818 5.0337
92 H -5.0176 0.6304 2.7319

The energy relative to the best compared isomer or geometry (same formula, charge and spin) is 0.0000 eV. Its spin multiplicity is 3. Its total charge is -1. The calculation puts the orbital gap (alpha / beta) at 4.88 / 6.49 eV. As for the expectation value of S²: 2.01.


4.
Molecular formula: C4H6O4
Method: DFT, the ωB97M-V functional and the def2-TZVPD basis

Positions of all 14 atoms, in Å:
1 C -1.6035 -2.3738 -0.7689
2 C -0.6778 -3.4659 -0.1299
3 O 0.5520 -3.4194 -0.3093
4 O -1.3315 -4.3595 0.5043
5 H -1.8350 -1.6868 0.0432
6 H -2.5417 -2.8022 -1.1143
7 H -1.0862 -1.9488 -1.6238
8 C 1.6546 2.8668 0.9741
9 C 0.5338 2.8779 -0.1263
10 O 0.2577 1.8003 -0.6675
11 O 0.0151 4.0170 -0.3203
12 H 1.6056 2.1566 1.7936
13 H 1.9207 3.8579 1.3210
14 H 2.5362 2.4799 0.4243

The energy relative to the best compared isomer or geometry (same formula, charge and spin) is 0.4633 eV. Its total charge is -2. The calculation puts the orbital gap at 7.86 eV.


5.
Molecular formula: C3H7O2
Method: DFT, the ωB97M-V functional and the def2-TZVPD basis

Positions of all 12 atoms, in Å:
1 C -1.1687 -2.4019 -1.3660
2 O -1.1508 -3.5082 -1.8459
3 H -1.9809 -1.6651 -1.5473
4 H -0.3642 -2.0045 -0.7591
5 H -0.4988 4.5431 2.2084
6 C 1.5752 -0.3715 0.1455
7 C 0.5885 0.6123 -0.0121
8 O -0.4626 0.5835 -0.6890
9 H 2.4433 -0.0148 0.7084
10 H 1.2805 -1.3394 0.5378
11 H 0.7425 1.5284 0.6093
12 H -1.0040 4.0381 2.0099

The energy relative to the best compared isomer or geometry (same formula, charge and spin) is 3.7377 eV. Its total charge is -1. The calculation puts the orbital gap at 6.44 eV.


6.
Molecular formula: C3H9N3O
Method: DFT, the ωB97M-V functional and the def2-TZVPD basis

Positions of all 16 atoms, in Å:
1 C 1.3522 0.4936 1.1108
2 C 0.3154 0.4606 0.0128
3 N 0.7547 1.0792 -1.1788
4 N -1.1574 0.6245 0.4550
5 C -0.6961 -0.6242 -0.0451
6 N -1.2122 -1.0491 -1.3181
7 O -0.5147 -1.7024 0.8453
8 H 2.3084 0.1486 0.7210
9 H 1.0488 -0.1332 1.9460
10 H 1.4732 1.5171 1.4668
11 H 0.2490 0.7450 -1.9899
12 H 0.7051 2.0913 -1.1246
13 H -1.2555 0.6719 1.4612
14 H -1.8816 -1.7963 -1.1632
15 H -1.7103 -0.2763 -1.7426
16 H 0.2211 -2.2503 0.5432

The energy relative to the best compared isomer or geometry (same formula, charge and spin) is 1.5223 eV. Its total charge is 0. The calculation puts the orbital gap at 10.11 eV.